# C39H36ClLuN2P2

C39H36ClLuN2P2 as an isolated structure at a distorted geometry (wB97M-V/def2-TZVPD, the OMol25 dataset).

```
81
Properties=species:S:1:pos:R:3:forces:R:3:mulliken_charge:R:1
Lu -0.24204 0.30179 0.01510 0.64 0.99 -0.86 0.947
Cl 1.48689 1.18971 -1.52999 -0.59 -0.38 0.60 -0.386
P -1.22989 -0.90957 -2.17462 -0.01 0.47 0.35 1.181
P 1.51157 0.90444 1.97194 -0.05 -0.28 -0.33 1.007
C -2.79433 -1.72786 -1.80479 -0.80 0.29 0.50 0.484
C -0.18372 -2.08122 -3.02059 0.28 -0.72 -0.18 0.163
C -1.60871 0.55238 -3.20595 0.65 0.17 -0.02 0.742
C 1.30312 2.69208 2.19237 -0.38 0.35 0.25 0.549
C 1.11598 0.14959 3.55822 -0.05 -1.04 0.28 0.487
C 3.20754 0.47305 1.51944 0.24 0.32 -0.45 0.458
C -4.01434 -1.11784 -2.15208 0.37 -0.40 -0.17 -0.645
C -5.22031 -1.75857 -1.86815 -0.03 -0.47 0.30 -0.609
C -5.19454 -2.96445 -1.13951 0.09 0.09 -0.11 -0.536
C -3.98055 -3.50911 -0.66379 -0.41 0.11 -0.25 -0.707
C -2.78711 -2.87916 -0.99551 0.05 0.14 -0.19 -0.473
H -3.99235 -0.16577 -2.67949 -0.16 -0.30 -0.06 0.407
H -6.16666 -1.33739 -2.24907 0.59 -0.31 0.40 0.417
H -6.12837 -3.50152 -0.95409 0.31 0.24 -0.01 0.414
H -3.96915 -4.44678 -0.08104 -0.08 0.66 -0.37 0.461
H -1.83183 -3.26973 -0.63677 -0.27 -0.08 -0.20 0.563
C -2.10020 1.74998 -2.62740 0.08 -0.53 -0.82 0.103
C -2.43172 2.81583 -3.47084 0.01 -0.15 0.06 -0.860
C -2.20164 2.69375 -4.85485 -0.03 -0.21 -0.05 -0.516
C -1.60044 1.54936 -5.41440 -0.23 0.34 0.48 -0.743
C -1.26701 0.49179 -4.56613 -0.48 0.08 0.23 -0.558
H -2.25826 1.84223 -1.53924 -0.16 -0.08 -0.34 0.186
H -2.90857 3.71903 -3.05014 0.45 -0.54 -0.38 0.424
H -2.51254 3.50761 -5.51061 0.15 -0.19 0.19 0.411
H -1.42864 1.46079 -6.49557 -0.02 0.20 0.60 0.427
H -0.77205 -0.40738 -4.93812 -0.26 0.28 -0.06 0.429
C -0.83927 -3.06870 -3.77245 0.32 0.03 -0.21 -0.248
C -0.10072 -4.00390 -4.49322 0.58 0.15 0.15 -0.757
C 1.30815 -3.95730 -4.41133 -0.12 0.08 0.00 -0.495
C 1.97956 -3.01098 -3.60635 -0.29 -0.25 -0.28 -0.686
C 1.22507 -2.07902 -2.89350 -0.39 0.01 -0.28 -0.241
H -1.92796 -3.08851 -3.79177 0.23 -0.03 -0.13 0.473
H -0.62369 -4.74208 -5.11894 0.45 0.35 0.37 0.412
H 1.89850 -4.66893 -4.99388 -0.21 0.21 0.22 0.397
H 3.08686 -2.98623 -3.56519 -0.92 -0.10 -0.01 0.421
H 1.71795 -1.32226 -2.28200 -0.10 -0.18 -0.23 0.178
C 2.01900 -0.77037 4.12453 -0.20 0.59 0.08 -0.635
C 1.72673 -1.36764 5.35163 -0.51 0.09 0.23 -0.655
C 0.47260 -1.12121 5.94606 0.16 0.10 -0.11 -0.519
C -0.49564 -0.31127 5.31140 0.36 -0.16 0.26 -0.745
C -0.16694 0.31414 4.11409 0.30 0.03 -0.02 -0.396
H 2.95883 -0.96180 3.60727 -0.11 0.06 0.33 0.431
H 2.48830 -1.98700 5.85599 -0.63 0.30 -0.34 0.420
H 0.25108 -1.54705 6.92806 0.05 0.08 -0.38 0.420
H -1.47957 -0.13457 5.77992 0.67 -0.19 -0.29 0.444
H -0.89848 0.94145 3.59736 0.19 0.00 0.28 0.517
C 0.84067 3.53956 1.15752 0.29 -0.07 0.39 -0.121
C 0.73322 4.91600 1.38335 0.09 0.09 0.33 -0.735
C 1.04344 5.42397 2.66304 0.11 -0.14 0.04 -0.498
C 1.43243 4.57609 3.72476 -0.19 0.14 -0.63 -0.753
C 1.53559 3.20646 3.47767 0.11 0.32 -0.11 -0.315
H 0.62044 3.13608 0.16431 0.25 0.18 0.16 0.037
H 0.44199 5.60060 0.55918 0.18 -0.59 0.76 0.407
H 0.98812 6.50383 2.83296 -0.01 -0.43 -0.06 0.398
H 1.67158 4.97051 4.72467 -0.23 -0.14 -0.66 0.408
H 1.80309 2.52181 4.28152 0.06 0.23 -0.14 0.482
C 4.21266 1.41018 1.80623 -0.04 -0.51 0.12 -0.430
C 5.54497 1.10167 1.52931 -0.14 -0.53 -0.25 -0.726
C 5.83012 -0.12165 0.89375 -0.06 0.06 0.14 -0.512
C 4.81691 -1.02142 0.50829 -0.03 0.11 0.20 -0.695
C 3.48878 -0.71952 0.80705 0.17 0.60 0.47 0.019
H 3.93050 2.35754 2.26903 0.24 -0.27 -0.05 0.390
H 6.34177 1.79211 1.83373 -0.34 -0.38 -0.31 0.425
H 6.86649 -0.39544 0.70129 -0.22 0.13 0.00 0.399
H 5.05700 -1.97649 0.01041 -0.04 0.72 0.26 0.421
H 2.68504 -1.39951 0.49354 0.29 0.21 0.23 0.255
H 0.91796 4.21363 -2.49607 0.24 -0.10 -0.13 -0.029
H 1.51760 3.81805 -2.71386 -0.27 0.20 0.10 0.020
N -3.22973 -1.55873 2.54235 -0.68 0.17 0.08 0.083
C -2.32529 -2.56810 2.82274 -0.38 -0.23 0.42 -0.912
C -1.20449 -2.27376 2.12457 0.60 0.88 -0.62 -0.209
N -1.41330 -1.08852 1.40670 -1.27 0.13 0.45 0.395
C -2.67820 -0.69034 1.69303 1.63 -1.60 0.23 -0.825
H -4.19787 -1.45903 2.87225 0.77 -0.35 -0.08 0.287
H -2.56031 -3.38232 3.51098 0.12 0.42 -0.38 0.461
H -0.21618 -2.74084 2.06644 -0.71 -0.02 0.24 0.426
H -3.20358 0.14288 1.29492 -0.28 0.54 -0.26 0.481
```
Forces are in eV/Å.

Computed properties:
**Net charge**: +2
**Energy**: -3995.24778 Ha
**Energy above the lowest of the compared OMol25 structures with the same formula, charge and spin**: 0.3481 eV
**Strongest force on any atom**: 2.30 eV/Å
**Lowest unoccupied orbital energy**: -6.42 eV

---

# C17H28I2N2O3

A 3-piece molecular cluster, C17H28I2N2O3 overall at a distorted geometry (wB97M-V/def2-TZVPD, the OMol25 dataset).

```
52
Properties=species:S:1:pos:R:3:forces:R:3:mulliken_charge:R:1
O 0.41792 -1.26647 5.39448 -6.09 5.50 -3.55 -0.553
C -0.59100 -0.47210 5.02457 3.17 -2.84 3.10 0.422
O -0.83653 0.30936 3.79548 0.28 -2.25 1.73 -0.179
C -2.26292 0.18008 3.45462 -2.90 -0.51 3.66 0.928
C -2.58331 -1.39774 3.14815 0.22 -0.26 -0.70 -0.563
C -3.83992 -1.66744 2.12796 0.11 -0.76 0.21 -0.070
O -3.88248 -3.11642 1.73873 0.46 1.04 1.57 -0.545
C -3.02948 1.36350 2.62119 0.13 -0.61 -0.85 -0.707
C -2.61933 1.48849 1.04051 0.26 1.01 -0.75 -0.705
C -1.06478 1.10918 0.68728 -1.00 -0.66 -0.79 -0.663
I 0.16764 2.78880 1.45617 -0.40 -1.04 -0.39 -0.028
C -2.94592 0.35613 4.97118 0.00 1.97 1.60 -0.966
C -1.82457 -0.20281 6.07935 -2.19 -0.78 -3.20 -0.335
I -1.42019 1.32211 7.62024 -0.04 -1.17 -0.96 0.077
H -1.56733 -1.88135 2.77258 -2.31 0.87 0.41 0.256
H -2.85976 -1.95222 4.16701 0.68 1.25 -2.11 0.313
H -3.78332 -1.07758 1.11555 0.07 -1.21 2.13 0.012
H -4.85914 -1.43284 2.65399 1.93 -0.14 -0.88 0.183
H -3.70323 -3.69273 2.54005 -0.33 1.30 -1.28 0.321
H -2.91701 2.37696 3.19523 0.10 -2.01 -1.20 0.433
H -4.18856 1.09662 2.64695 2.51 0.40 0.16 0.229
H -3.32810 0.89186 0.30042 1.43 0.98 1.79 0.253
H -2.76041 2.63471 0.73756 0.26 -2.53 0.61 0.358
H -0.71951 0.07612 1.13284 -0.59 2.30 -0.67 0.302
H -0.88205 1.07382 -0.48142 -0.42 0.17 2.58 0.271
H -3.03474 1.48453 5.32677 0.02 -2.07 -1.48 0.363
H -4.04878 -0.06396 5.09818 2.52 0.45 -0.39 0.184
H -2.39230 -1.13183 6.51162 2.15 1.55 -0.38 0.380
C 2.97754 2.88309 -2.54552 0.10 0.07 0.09 -1.186
C 2.42826 2.68212 -3.95433 0.45 -0.02 0.16 -0.387
C 0.91472 2.45994 -3.97676 0.00 -0.95 0.48 -0.313
C 0.56687 1.21341 -3.17955 -2.24 -6.86 4.37 0.353
N 0.27833 0.17932 -2.51806 2.30 8.18 -5.24 -0.611
H 2.81934 1.99885 -1.92004 0.00 0.11 -0.10 0.334
H 4.05604 3.06658 -2.58080 -0.18 -0.05 0.01 0.323
H 2.50122 3.74103 -2.05736 0.03 -0.10 -0.04 0.368
H 2.93681 1.82602 -4.41440 -0.14 0.13 0.02 0.242
H 2.66984 3.56320 -4.55907 -0.18 -0.12 -0.02 0.318
H 0.56869 2.33512 -5.00822 -0.11 -0.14 0.23 0.305
H 0.39294 3.32106 -3.54541 -0.02 -0.25 0.07 0.294
C 2.37984 -2.66540 -3.48153 -0.09 0.01 0.03 -0.978
C 3.45408 -2.77429 -4.55903 -0.44 -0.03 -0.01 -0.431
C 4.86019 -2.48799 -4.02843 -0.13 1.07 0.21 -0.398
C 4.92257 -1.07304 -3.47671 0.65 7.88 3.17 0.308
N 4.97425 0.10081 -3.01890 -0.47 -9.31 -3.70 -0.498
H 2.31909 -1.65200 -3.07227 0.02 -0.15 -0.03 0.204
H 1.39706 -2.90589 -3.89913 0.14 0.02 0.10 0.305
H 2.57935 -3.35936 -2.65702 -0.04 0.10 -0.09 0.317
H 3.21374 -2.07711 -5.37105 0.16 -0.12 0.08 0.283
H 3.43033 -3.78391 -4.98386 0.17 0.13 0.01 0.304
H 5.59419 -2.59220 -4.83441 0.01 0.19 0.22 0.281
H 5.12383 -3.19614 -3.23541 0.00 0.25 -0.01 0.288
```
Forces are in eV/Å.

Computed properties:
**Energy**: -1594.92607 Ha
**SMILES string**: O=C1O[C@](CCO)(CCCI)C[C@@H]1I.CCCC#N.CCCC#N
**Strongest force on any atom**: 10.03 eV/Å
**Lowest unoccupied orbital energy**: -0.40 eV

---

# C4H8F2N2

A 2-piece molecular cluster, C4H8F2N2 overall at a distorted geometry (wB97M-V/def2-TZVPD, the OMol25 dataset).

```
16
Properties=species:S:1:pos:R:3:forces:R:3:mulliken_charge:R:1
C 1.33905 1.81430 0.80217 0.31 0.66 0.37 -0.316
C -1.56462 0.33019 -0.78062 1.22 2.58 -0.39 -0.828
C -1.14543 -0.35287 0.56541 0.30 2.45 -0.79 -0.607
C 0.94249 -1.66631 0.15143 1.44 1.40 0.36 0.206
N 1.71148 2.51135 -0.04718 -0.19 -0.09 -0.32 -0.115
N 0.24445 -0.69991 0.82287 -2.70 -2.53 -1.44 -0.144
F 1.55679 -1.24051 -1.06283 -0.24 0.01 0.61 -0.310
F 2.00059 -2.01496 0.96111 -0.03 -0.14 -0.53 -0.279
H 0.85563 -0.04658 1.12453 1.62 2.82 1.41 0.288
H -1.42168 1.46334 -0.68042 -0.29 -1.30 0.03 0.210
H -0.85130 0.13541 -1.61286 -0.73 -0.53 0.41 0.268
H -2.63638 0.22659 -1.09146 1.03 -0.43 0.42 0.316
H -1.52320 0.31279 1.36436 0.49 -0.51 -0.15 0.319
H -1.75271 -1.17650 0.55620 -1.11 -2.63 0.63 0.411
H 0.40382 -2.50050 -0.11985 -1.30 -1.95 -0.53 0.282
H 1.84102 2.90417 -0.95286 0.18 0.19 -0.08 0.300
```
Forces are in eV/Å.

Computed properties:
**Energy**: -466.38344 Ha
**Energy above the lowest of the compared OMol25 structures with the same formula, charge and spin**: 1.3834 eV
**Strongest force on any atom**: 3.97 eV/Å
**Lowest unoccupied orbital energy**: 0.95 eV

---

# C24H22Cl2MnP

C24H22Cl2MnP as an isolated structure at a distorted geometry (wB97M-V/def2-TZVPD, the OMol25 dataset).

```
50
Properties=species:S:1:pos:R:3:forces:R:3:mulliken_spin:R:1
C 1.33221 2.44862 -0.16738 -0.96 0.15 -0.10 -0.043
C 0.62564 1.46826 -0.96986 -0.41 1.34 -0.07 -0.015
C -0.74172 1.46399 -0.55026 0.88 0.54 0.22 -0.058
H 1.01401 0.94900 -1.83892 0.01 -0.10 0.37 0.012
C -0.89225 2.41282 0.52326 1.13 0.60 -0.36 -0.008
C 0.37461 3.04096 0.72381 -0.26 0.40 -0.20 -0.037
H 0.55317 3.94204 1.33355 -0.04 -0.90 -0.15 0.001
H 2.34931 2.81713 -0.24316 -0.11 -0.42 -0.15 -0.005
H -1.55909 0.92832 -1.03566 0.45 -0.12 0.48 -0.022
H -1.80135 2.71042 1.05057 0.36 -0.50 -0.20 0.001
Mn 0.68408 0.90102 1.10535 -0.55 -2.37 -1.16 2.290
Cl -1.02972 -0.33539 1.94185 0.50 -0.21 0.28 0.044
P -1.09831 -2.32426 -1.62772 0.42 1.35 0.45 0.309
C -2.65478 -1.57791 -1.99260 -0.86 0.49 -0.37 0.142
C -3.16547 -1.65567 -3.31025 0.18 -0.05 0.37 0.056
H -2.51918 -1.99644 -4.12665 -0.39 -0.02 0.33 0.000
C -4.48294 -1.29416 -3.54871 -0.40 0.22 -0.03 -0.016
H -4.88202 -1.35432 -4.56480 0.11 -0.04 0.39 0.001
C -5.30091 -0.83741 -2.50380 0.53 0.01 0.06 0.041
H -6.34443 -0.59315 -2.69560 0.26 -0.04 0.03 0.002
C -4.75911 -0.64380 -1.22300 -0.18 0.10 -0.21 -0.008
H -5.36721 -0.21401 -0.42148 0.21 -0.18 -0.34 0.000
C -3.43899 -0.98046 -0.96564 0.54 -0.61 -0.24 0.039
H -2.98685 -0.79663 0.01505 -0.22 -0.22 -0.24 -0.006
C 0.05065 -2.24182 -2.97048 0.45 -0.05 -0.47 0.068
C 0.01723 -1.13940 -3.87309 0.01 -0.40 0.10 0.060
H -0.67686 -0.30800 -3.70576 0.26 -0.36 -0.07 0.001
C 0.85539 -1.13645 -4.98807 -0.10 -0.04 0.34 -0.037
H 0.82357 -0.28136 -5.67021 0.05 -0.42 0.20 -0.001
C 1.73186 -2.20981 -5.20885 0.04 0.28 0.01 0.100
H 2.38845 -2.19245 -6.08650 -0.33 -0.09 0.38 0.004
C 1.82137 -3.25499 -4.28474 0.11 0.12 0.10 -0.040
H 2.53851 -4.06084 -4.44139 -0.19 0.23 0.04 0.000
C 1.02446 -3.25898 -3.14618 -0.46 0.35 -0.09 0.077
H 1.12671 -4.03587 -2.39058 -0.09 0.01 -0.26 0.007
C -1.22665 -3.80963 -0.70779 -0.15 -1.07 1.09 0.107
C -2.22248 -4.73186 -1.11277 0.71 0.46 0.09 0.034
H -2.95991 -4.42436 -1.84517 0.09 -0.18 -0.12 0.003
C -2.23467 -5.99728 -0.56282 0.08 -0.39 0.47 -0.004
H -2.97400 -6.72196 -0.88564 0.05 0.09 0.02 0.000
C -1.30480 -6.35642 0.42122 0.27 0.28 0.09 0.016
H -1.30129 -7.36987 0.83691 -0.04 0.42 -0.23 0.001
C -0.39623 -5.40885 0.92254 -0.07 0.01 0.18 -0.003
H 0.31474 -5.67211 1.72709 -0.64 0.16 -0.50 0.000
C -0.39645 -4.10945 0.41505 -0.09 0.19 -0.86 0.044
H 0.21203 -3.31563 0.87553 -0.17 -0.50 -0.42 -0.009
Cl 2.98453 0.03121 1.65951 0.22 0.51 0.67 -0.001
C 1.97819 -0.67495 0.41137 -0.80 0.37 -0.58 -0.148
H 1.88644 -1.75994 0.57483 -0.34 0.61 0.19 0.006
H 2.42768 -0.49993 -0.57695 -0.06 0.00 0.49 -0.002
```
Forces are in eV/Å.

Computed properties:
**Net charge**: +1
**Spin multiplicity**: 4
**Energy**: -3340.14913 Ha
**⟨S²⟩**: 3.885
**Strongest force on any atom**: 2.70 eV/Å
**Lowest unoccupied orbital energy (alpha / beta)**: -2.86 / -5.45 eV